This record from OMol25 describes a molecular structure, C25H41F5P2Sc. The level of theory is wB97M-V/def2-TZVPD.

Structure (XYZ):
```
74
Properties=species:S:1:pos:R:3:forces:R:3
Sc 2.320 0.675 -0.648 3.3 -2.3 2.2
C -0.820 -1.031 3.161 0.0 -0.7 -1.3
C -0.410 -2.044 2.242 -0.9 1.1 0.7
C 1.392 -1.545 3.570 -0.2 0.3 -0.2
C 0.303 -0.731 3.989 0.6 -0.5 -0.2
C 0.953 -2.347 2.484 0.6 0.4 0.7
C -2.135 -0.345 3.216 -0.2 -0.1 0.3
H -2.925 -0.910 2.700 0.3 0.2 0.2
H -2.073 0.657 2.759 0.0 -0.2 0.1
H -2.437 -0.200 4.267 0.0 0.0 -0.4
C 0.349 0.262 5.076 -0.2 0.1 0.2
H -0.665 0.596 5.333 0.4 0.0 0.1
H 0.925 1.137 4.745 -0.1 -0.1 0.2
H 0.847 -0.159 5.961 -0.2 0.2 -0.2
C 2.756 -1.485 4.131 0.1 -0.2 0.1
H 2.713 -1.574 5.225 0.2 0.1 -0.2
H 3.257 -0.534 3.877 -0.1 -0.2 0.1
H 3.357 -2.312 3.742 0.0 0.2 0.1
C 1.777 -3.294 1.712 0.3 -0.2 -0.2
H 1.790 -4.291 2.178 0.0 0.2 -0.1
H 2.806 -2.918 1.653 -0.2 -0.2 0.0
H 1.404 -3.386 0.685 0.1 -0.1 0.3
C -1.227 -2.713 1.219 -0.5 -0.5 -0.3
H -1.020 -3.798 1.223 -0.1 0.4 0.0
H -0.985 -2.347 0.204 -0.1 -0.1 0.4
H -2.304 -2.570 1.414 0.4 0.0 -0.3
C -3.102 2.166 0.400 -0.6 0.3 0.3
C -4.352 1.709 0.575 0.9 0.3 0.4
C -4.977 0.585 -0.195 -0.4 -0.4 0.1
C -4.653 0.530 -1.712 -0.9 0.2 0.1
C -3.645 -0.476 -2.157 1.2 -0.7 0.1
C -2.439 -0.694 -1.597 -1.1 -0.6 -0.4
C -1.920 0.077 -0.429 0.4 0.2 0.2
C -2.107 1.607 -0.563 0.6 -0.1 0.1
H -6.071 0.651 -0.073 0.4 0.1 -0.1
H -4.395 1.550 -2.035 -0.1 -0.3 -0.1
H -4.725 -0.380 0.289 0.0 0.3 -0.2
H -2.323 1.863 -1.606 -0.1 0.0 0.3
H -2.690 2.968 1.020 -0.6 -0.2 0.0
H -4.943 2.123 1.393 0.1 0.0 -0.2
H -1.137 2.070 -0.317 -0.2 0.0 -0.2
H -2.420 -0.262 0.495 0.2 0.1 -0.3
H -1.856 -1.564 -1.920 -0.2 0.3 -0.1
H -0.846 -0.129 -0.271 -0.3 -0.1 -0.1
H -5.587 0.258 -2.225 0.3 0.3 0.1
H -3.971 -1.121 -2.980 0.3 0.2 0.3
P 1.387 1.632 -2.753 -1.0 0.4 -2.8
C 1.461 3.395 -3.156 0.1 0.3 0.3
C -0.207 1.099 -3.492 -0.2 0.0 0.1
P 3.291 -0.389 -2.691 0.1 -1.3 -1.4
C 2.616 0.804 -3.914 0.0 0.2 0.3
C 2.429 -1.931 -3.136 -0.3 0.0 -0.1
C 5.002 -0.827 -3.070 0.4 0.2 0.3
H 2.350 3.821 -2.668 -0.3 0.0 -0.2
H 0.566 3.885 -2.741 0.3 -0.1 -0.2
H 1.525 3.535 -4.242 -0.1 0.0 0.3
H -0.155 1.281 -4.576 -0.1 0.0 0.3
H -1.045 1.665 -3.048 0.5 -0.3 -0.3
H -0.397 0.027 -3.307 0.1 0.4 -0.1
H 5.263 -0.524 -4.090 0.1 -0.2 0.2
H 5.102 -1.911 -2.933 0.1 0.3 -0.2
H 5.646 -0.328 -2.338 0.0 0.0 -0.3
H 3.401 1.496 -4.256 -0.4 -0.1 0.1
H 2.137 0.287 -4.763 0.2 0.4 0.2
H 3.073 -2.759 -2.845 -0.1 -0.1 -0.1
H 2.257 -1.934 -4.217 0.0 -0.3 0.2
H 1.483 -2.039 -2.597 0.0 0.0 -0.2
F 2.023 -0.985 0.244 -0.2 0.5 -0.4
C 1.257 1.963 0.523 -0.7 1.1 0.5
F 4.157 1.225 -0.500 -1.0 0.1 0.0
C 0.997 2.638 1.741 -1.2 1.6 2.9
F 1.724 2.102 2.808 -0.8 0.6 -1.5
F 1.235 4.002 1.759 -0.4 -1.9 -0.1
F -0.364 2.450 2.050 1.5 0.4 0.0
```
Positions in Å, forces in eV/Å.

Output
charge	+1
orbital gap (alpha / beta)	3.068 / 3.034	eV


This record from OMol25 describes 3 unconnected molecules or ions with the total composition C25H41N2O5PSSi. The level of theory is wB97M-V/def2-TZVPD.

Structure (XYZ):
```
76
Properties=species:S:1:pos:R:3:forces:R:3
C -0.273 -7.545 -8.610 0.0 0.0 -0.2
C 0.725 -6.393 -8.858 -0.1 -0.1 0.2
C 0.608 -5.209 -7.874 0.2 0.1 -0.3
C 1.648 -5.230 -6.750 -0.4 -0.2 0.1
C 1.360 -6.266 -5.654 0.4 -0.1 0.0
C 2.044 -5.916 -4.323 -0.2 -0.2 0.0
C 1.258 -4.893 -3.482 0.2 0.1 -0.1
C 2.138 -3.802 -2.858 -0.2 0.0 -0.3
C 1.365 -2.840 -1.935 0.2 0.0 0.0
C 2.140 -2.394 -0.680 0.0 0.0 0.1
C 2.035 -0.894 -0.381 0.0 -0.1 0.0
C 2.287 -0.540 1.083 0.0 0.3 0.0
C 1.947 0.942 1.409 0.3 -0.1 -0.2
Si 1.010 1.168 2.997 -0.4 0.1 -0.4
O 1.282 0.012 4.117 0.0 -0.1 -0.2
P 1.699 3.102 3.980 0.3 -0.3 0.7
S 2.377 2.687 5.798 0.0 -0.1 -0.1
H -0.848 -7.385 -7.697 0.1 -0.1 0.0
H 0.230 -8.512 -8.533 0.0 0.1 0.1
H -0.990 -7.634 -9.431 0.0 0.0 0.1
H 0.600 -6.027 -9.880 0.0 0.0 0.1
H 1.742 -6.796 -8.798 0.0 0.1 -0.1
H 0.724 -4.270 -8.429 0.0 -0.1 0.0
H -0.401 -5.190 -7.450 0.0 0.1 0.0
H 1.713 -4.235 -6.297 0.0 0.0 0.0
H 2.623 -5.465 -7.194 0.0 0.2 0.1
H 0.282 -6.371 -5.501 0.0 0.1 0.0
H 1.723 -7.248 -5.985 -0.1 0.1 0.0
H 3.053 -5.541 -4.524 0.0 0.0 0.0
H 2.172 -6.837 -3.742 0.1 0.1 0.0
H 0.715 -5.417 -2.688 0.0 0.1 -0.1
H 0.500 -4.413 -4.115 0.0 0.0 0.1
H 2.982 -4.259 -2.332 -0.1 -0.1 0.1
H 2.574 -3.224 -3.684 0.1 -0.1 0.1
H 1.093 -1.947 -2.511 -0.1 -0.1 0.1
H 0.434 -3.324 -1.627 0.0 0.1 0.0
H 3.193 -2.665 -0.794 0.0 0.0 0.1
H 1.773 -2.945 0.194 0.1 0.0 -0.1
H 2.766 -0.360 -1.001 -0.2 0.1 -0.1
H 1.036 -0.537 -0.661 0.1 0.0 0.0
H 1.710 -1.219 1.718 0.1 0.0 0.0
H 3.345 -0.694 1.322 -0.2 -0.2 0.1
H 1.359 1.386 0.595 0.0 0.0 0.1
H 2.871 1.530 1.466 -0.1 0.0 -0.1
H -0.448 1.276 2.795 0.0 0.0 0.0
H 1.865 0.299 4.827 0.2 0.1 0.5
H 2.710 3.651 3.179 -0.1 0.2 -0.2
H 0.689 4.064 3.960 0.0 0.2 -0.1
O -3.636 6.081 5.823 -0.1 -0.2 -0.2
N -3.085 6.921 6.505 0.1 -0.1 0.0
O -3.547 8.013 6.745 -0.1 0.3 0.1
C -1.771 6.584 7.073 0.0 0.0 0.0
C -1.221 5.348 6.788 0.0 -0.1 0.0
C 0.022 5.037 7.313 0.0 0.0 0.0
C 0.687 5.961 8.109 0.0 0.0 0.0
C 0.112 7.194 8.388 0.0 0.0 0.0
C -1.131 7.518 7.867 0.1 0.0 0.1
H -1.757 4.644 6.170 0.0 0.0 0.0
H 0.479 4.081 7.092 0.0 0.0 0.0
H 1.662 5.716 8.509 0.0 0.0 0.0
H 0.632 7.910 9.010 0.0 0.0 0.0
H -1.595 8.471 8.068 0.0 0.0 0.0
O -1.267 2.878 0.442 0.1 -0.2 -0.3
N -1.670 3.584 1.338 0.0 0.0 0.0
O -0.945 4.121 2.151 0.2 0.2 0.2
C -3.116 3.801 1.456 -0.1 0.0 0.0
C -3.953 3.167 0.555 -0.1 0.0 0.0
C -5.317 3.367 0.676 0.0 0.0 0.0
C -5.816 4.186 1.681 0.0 0.0 0.0
C -4.955 4.813 2.572 0.0 0.0 0.0
C -3.587 4.622 2.464 0.0 0.1 0.1
H -3.544 2.536 -0.218 0.1 0.0 0.0
H -5.991 2.881 -0.016 0.0 0.0 0.0
H -6.884 4.336 1.772 0.0 0.0 0.0
H -5.340 5.450 3.355 0.0 0.0 0.0
H -2.905 5.101 3.151 0.0 0.0 0.0
```
Positions in Å, forces in eV/Å.

Output
SMILES	CCCCCCCCCCCCC[Si@@H](O)[PH2]=S.O=[N+]([O-])c1ccccc1.O=[N+]([O-])c1ccccc1
orbital gap	7.822	eV


This record from OMol25 describes a molecular structure, C25H42Br16Cl2N2O2S. The level of theory is wB97M-V/def2-TZVPD.

Structure (XYZ):
```
90
Properties=species:S:1:pos:R:3:forces:R:3
C -6.329 -2.264 4.018 -0.9 -0.6 -0.6
C -6.194 -2.302 2.385 0.7 -0.1 1.1
C -5.159 -1.151 1.838 -2.0 -0.7 0.0
Br -3.739 -0.964 3.215 -0.3 0.2 -1.1
C -4.637 -1.544 0.366 -1.8 -0.6 -0.9
Cl -3.382 -2.922 0.376 -1.1 1.5 0.0
C -5.927 -2.186 -0.400 -2.5 -1.8 -2.7
N -6.811 -2.670 -1.082 5.1 2.7 4.1
C -4.177 -0.287 -0.556 0.3 -0.4 -0.7
Br -5.888 0.704 -0.993 1.0 -0.4 0.2
C -3.624 -0.817 -1.960 1.9 -0.3 -3.5
N -3.154 -1.088 -3.049 -2.8 1.5 6.3
C -3.235 0.785 0.183 0.6 0.0 -0.3
C -1.775 0.255 0.595 -0.2 -0.4 -0.2
C -0.690 0.211 -0.623 -0.7 -2.7 -1.5
C 0.729 -0.397 0.030 -1.4 0.1 0.2
S 0.710 -2.263 0.065 2.5 -4.7 -5.1
O 2.129 -2.789 -0.114 -3.5 2.3 1.7
O -0.131 -2.895 -1.019 1.0 2.5 3.2
Cl -0.052 -3.007 1.892 0.4 1.0 -0.8
H -6.413 -1.173 4.402 0.2 -2.0 -0.6
H -5.500 -2.862 4.541 -1.2 1.2 -0.8
H -7.320 -2.827 4.253 1.6 1.1 -0.3
H -7.263 -2.154 1.986 1.9 -0.1 0.2
H -5.757 -3.333 2.069 -1.0 1.7 0.5
H -5.769 -0.164 1.796 1.5 -1.5 -0.1
H -3.783 1.191 1.116 0.7 -0.9 -1.5
H -3.096 1.687 -0.525 -0.3 -1.5 1.0
H -1.756 -0.767 1.121 -0.4 1.4 -1.0
H -1.372 1.004 1.373 -1.7 -1.9 -1.1
H -0.961 -0.511 -1.474 0.0 0.7 1.5
H -0.503 1.242 -1.101 -0.8 -2.6 0.2
H 0.756 -0.021 1.125 0.7 -2.3 -1.8
H 1.638 -0.027 -0.567 -1.2 -1.2 1.0
Br 0.317 1.849 0.709 3.3 8.4 2.9
C 1.115 3.632 0.615 0.1 0.0 0.2
C 2.620 3.551 0.551 0.2 0.3 0.1
Br 3.378 3.154 2.303 -0.1 -0.1 -0.1
H 0.749 4.193 1.474 0.2 0.0 -0.2
H 0.714 4.075 -0.299 0.1 0.0 0.1
H 3.048 4.515 0.269 -0.1 -0.1 0.0
H 2.983 2.784 -0.134 -0.1 0.1 0.1
Br 7.546 -1.599 -1.482 0.0 -0.1 0.0
C 6.594 -3.198 -0.904 -0.1 0.0 -0.2
C 5.298 -2.846 -0.217 0.0 -0.2 0.1
Br 5.612 -2.211 1.600 0.0 0.1 -0.1
H 7.279 -3.765 -0.272 -0.2 0.1 -0.1
H 6.403 -3.761 -1.819 0.0 0.1 0.1
H 4.669 -3.730 -0.104 0.1 0.1 -0.1
H 4.734 -2.068 -0.732 0.1 -0.2 0.1
Br -5.798 2.411 2.888 0.0 0.0 0.0
C -4.900 4.127 2.674 -0.1 -0.1 0.2
C -5.641 5.012 1.705 0.1 0.2 -0.2
Br -5.320 4.455 -0.134 -0.1 0.0 0.1
H -3.875 3.914 2.368 -0.4 0.1 0.0
H -4.891 4.570 3.672 0.0 0.0 -0.1
H -5.273 6.038 1.761 0.0 -0.1 0.1
H -6.721 5.010 1.857 0.2 -0.1 0.0
Br -1.678 5.354 2.551 0.3 0.2 0.0
C -0.625 4.440 3.916 0.0 -0.2 -0.1
C -1.478 4.060 5.101 0.1 0.1 0.3
Br -1.848 5.606 6.230 -0.1 -0.1 -0.1
H 0.204 5.100 4.173 -0.2 -0.1 0.0
H -0.234 3.547 3.422 -0.1 0.0 0.1
H -0.947 3.358 5.747 0.0 0.1 -0.1
H -2.441 3.633 4.821 0.2 0.1 0.0
Br 8.565 -4.405 -4.201 0.0 -0.1 0.1
C 8.233 -6.322 -4.348 0.1 0.2 -0.2
C 6.773 -6.646 -4.143 0.0 -0.2 0.1
Br 6.289 -6.576 -2.256 0.0 0.0 -0.1
H 8.889 -6.814 -3.629 -0.2 0.1 -0.1
H 8.546 -6.586 -5.360 -0.1 0.0 0.1
H 6.560 -7.671 -4.452 0.1 0.1 0.0
H 6.102 -5.966 -4.669 0.2 -0.1 0.1
Br 10.818 2.751 -0.576 0.0 0.0 0.1
C 10.275 1.554 0.863 0.2 -0.1 -0.2
C 8.859 1.072 0.670 -0.1 0.0 0.2
Br 7.570 2.452 1.152 0.0 0.0 -0.1
H 10.424 2.094 1.799 -0.1 -0.1 -0.2
H 10.975 0.718 0.816 -0.1 0.1 0.0
H 8.642 0.237 1.338 0.1 0.1 -0.1
H 8.638 0.777 -0.356 0.1 0.1 0.2
Br -5.457 0.998 -8.487 0.1 0.0 0.0
C -4.408 0.102 -7.109 -0.1 -0.1 -0.2
C -5.263 -0.269 -5.923 0.1 0.0 0.3
Br -5.642 1.287 -4.811 -0.1 -0.1 -0.1
H -3.582 0.767 -6.855 -0.2 -0.1 0.1
H -4.012 -0.794 -7.592 -0.1 0.1 0.1
H -4.733 -0.963 -5.268 0.0 0.1 -0.1
H -6.225 -0.702 -6.202 0.2 0.1 0.0
```
Positions in Å, forces in eV/Å.

Output
orbital gap	8.898	eV


We obtain max |F| values of 4.5; 0.8; 9.5 eV/Å for the records listed above, in that order.